No. 1
# C35H70N4O12P

A 5-piece molecular cluster, C35H70N4O12P overall at a distorted geometry (wB97M-V/def2-TZVPD, OMol25).

Geometry (Å):
C (-3.348, -3.553, 2.145)
C (-3.243, -2.271, 1.132)
C (-1.752, -1.896, 0.604)
C (-1.074, -2.864, -0.501)
N (-1.497, -4.063, -1.303)
P (-3.104, -4.824, -1.202)
N (-4.092, -4.235, -2.611)
O (-3.002, -6.589, -1.329)
C (-0.361, -4.504, -2.250)
C (-0.375, -5.752, -3.310)
C (0.121, -5.401, -4.828)
O (0.021, -6.682, -5.603)
C (-0.795, -4.313, -5.640)
N (-2.203, -4.137, -5.118)
C (0.831, -3.387, -1.902)
C (2.195, -3.545, -2.776)
C (3.595, -3.168, -2.021)
C (3.993, -3.519, -0.463)
C (5.507, -3.064, 0.063)
C (6.625, -2.299, -0.887)
C (6.224, -1.939, -2.435)
C (7.218, -1.201, -3.539)
C (4.733, -2.375, -2.956)
N (0.360, -2.413, -0.851)
C (1.142, -1.241, -0.321)
C (0.569, 0.122, -1.033)
O (0.206, 0.010, -2.339)
O (0.458, 1.380, -0.259)
H (-3.058, -4.587, 1.679)
H (-4.476, -3.654, 2.520)
H (-2.703, -3.347, 3.099)
H (-3.664, -1.307, 1.696)
H (-3.952, -2.415, 0.198)
H (-1.025, -1.873, 1.551)
H (-1.768, -0.791, 0.198)
H (-3.796, -3.277, -2.897)
H (-4.063, -4.922, -3.396)
H (-2.854, -6.970, -0.411)
H (-1.482, -6.185, -3.410)
H (0.243, -6.634, -2.796)
H (1.236, -5.063, -4.932)
H (0.826, -6.640, -6.225)
H (-0.247, -3.262, -5.758)
H (-0.902, -4.727, -6.754)
H (-2.562, -5.105, -4.965)
H (-2.103, -3.595, -4.232)
H (2.281, -4.703, -3.058)
H (2.110, -2.908, -3.763)
H (3.229, -4.065, 0.237)
H (5.844, -3.319, 1.172)
H (7.712, -1.998, -0.530)
H (8.262, -1.717, -3.434)
H (7.256, -0.043, -3.367)
H (6.870, -1.393, -4.665)
H (4.449, -2.122, -4.088)
H (2.302, -1.300, -0.432)
H (0.931, -1.196, 0.853)
H (-0.215, 1.166, 0.473)
C (-3.967, 5.350, -0.693)
O (-3.294, 4.115, -0.476)
C (-1.954, 4.130, -0.978)
C (-0.939, 4.375, 0.144)
O (-1.086, 5.683, 0.705)
C (-1.816, 5.668, 1.928)
H (-4.848, 5.378, -0.045)
H (-3.337, 6.212, -0.454)
H (-4.295, 5.413, -1.734)
H (-1.846, 4.874, -1.777)
H (-1.764, 3.143, -1.412)
H (0.070, 4.322, -0.278)
H (-1.016, 3.606, 0.923)
H (-1.166, 5.331, 2.740)
H (-2.698, 5.028, 1.874)
H (-2.144, 6.689, 2.142)
C (-1.592, 2.351, 3.870)
O (-0.578, 1.563, 3.256)
C (0.706, 2.191, 3.312)
C (1.562, 1.614, 4.446)
O (1.001, 1.917, 5.728)
C (0.273, 0.820, 6.272)
H (-2.459, 1.710, 4.056)
H (-1.266, 2.774, 4.825)
H (-1.891, 3.158, 3.195)
H (0.605, 3.278, 3.408)
H (1.204, 1.984, 2.359)
H (2.551, 2.084, 4.413)
H (1.700, 0.533, 4.327)
H (0.971, 0.087, 6.686)
H (-0.367, 0.340, 5.530)
H (-0.360, 1.198, 7.079)
C (5.233, -0.619, 9.447)
O (4.020, -0.386, 8.740)
C (3.770, 1.007, 8.533)
C (4.163, 1.442, 7.116)
O (5.575, 1.336, 6.911)
C (5.932, 0.152, 6.205)
H (5.511, -1.669, 9.315)
H (6.054, 0.003, 9.076)
H (5.081, -0.427, 10.513)
H (4.284, 1.612, 9.289)
H (2.693, 1.160, 8.659)
H (3.902, 2.498, 6.988)
H (3.616, 0.867, 6.359)
H (5.730, 0.287, 5.138)
H (5.398, -0.725, 6.572)
H (7.004, -0.016, 6.340)
C (-6.569, 5.140, -6.528)
O (-5.554, 4.352, -7.142)
C (-4.270, 4.980, -7.086)
C (-3.414, 4.403, -5.951)
O (-3.975, 4.706, -4.670)
C (-4.703, 3.609, -4.126)
H (-7.435, 4.499, -6.342)
H (-6.242, 5.563, -5.573)
H (-6.867, 5.947, -7.203)
H (-4.371, 6.067, -6.990)
H (-3.772, 4.773, -8.038)
H (-2.426, 4.873, -5.984)
H (-3.276, 3.322, -6.070)
H (-4.006, 2.876, -3.711)
H (-5.343, 3.129, -4.868)
H (-5.336, 3.987, -3.318)

The HOMO energy is -0.387 Eh. The LUMO energy is -3.6 eV. For the largest force on an atom, the calculation gives 9.40 eV/Å. The total energy is -2837.83483 Ha. The value obtained for the orbital gap is 6.981 eV. Its spin multiplicity is 1. The charge is +1.

Results of the Mulliken charge analysis, in e, for atoms 1 through 5:
1. C -0.89
2. C -0.60
3. C -0.03
4. C 0.24
5. N 0.03

***

No. 2
# C50H89F6N5O25S2

C50H89F6N5O25S2 as an isolated structure at a distorted geometry (wB97M-V/def2-TZVPD, OMol25).

Geometry (Å):
O (16.208, -24.465, 24.184)
H (16.828, -24.680, 24.884)
H (16.171, -25.163, 23.526)
H (16.445, -23.714, 23.635)
C (12.933, -29.283, 21.769)
F (13.677, -29.868, 22.711)
F (12.109, -30.122, 21.099)
F (12.070, -28.387, 22.360)
S (14.044, -28.418, 20.470)
O (14.088, -29.213, 19.215)
O (13.227, -27.231, 20.175)
N (15.510, -27.895, 21.237)
S (16.532, -29.061, 21.016)
O (17.532, -28.807, 22.063)
O (16.075, -30.412, 20.942)
C (17.444, -28.700, 19.337)
F (17.664, -27.407, 19.374)
F (18.640, -29.304, 19.428)
F (16.796, -28.978, 18.237)
C (14.012, -20.489, 21.815)
O (15.307, -20.853, 21.918)
C (16.301, -20.358, 21.000)
C (17.701, -20.810, 21.597)
N (18.016, -20.622, 23.012)
C (17.511, -19.336, 23.568)
C (17.834, -19.052, 25.067)
O (19.280, -18.918, 25.350)
C (20.092, -18.139, 24.441)
H (13.675, -19.532, 22.213)
H (13.434, -21.344, 22.165)
H (13.731, -20.382, 20.768)
H (16.210, -19.274, 21.065)
H (16.174, -20.694, 19.971)
H (18.463, -20.437, 20.913)
H (17.917, -21.870, 21.469)
H (19.010, -20.758, 23.129)
H (16.424, -19.385, 23.503)
H (17.729, -18.481, 22.928)
H (17.446, -19.734, 25.824)
H (17.281, -18.228, 25.519)
H (19.949, -17.094, 24.717)
H (19.773, -18.446, 23.445)
H (21.144, -18.391, 24.578)
C (22.767, -22.609, 23.629)
O (21.734, -23.079, 24.550)
C (21.745, -24.357, 25.085)
C (21.144, -24.544, 26.526)
N (19.793, -24.062, 26.917)
C (19.755, -24.352, 28.390)
C (18.214, -24.189, 28.913)
O (17.721, -22.867, 28.663)
C (17.938, -21.836, 29.554)
H (23.074, -21.573, 23.768)
H (22.474, -22.660, 22.581)
H (23.665, -23.210, 23.771)
H (22.759, -24.748, 25.005)
H (21.071, -24.799, 24.350)
H (21.872, -24.065, 27.181)
H (21.318, -25.587, 26.792)
H (19.937, -23.063, 26.877)
H (20.459, -23.675, 28.873)
H (20.004, -25.401, 28.548)
H (18.275, -24.552, 29.939)
H (17.636, -24.844, 28.262)
H (17.605, -21.945, 30.586)
H (17.437, -20.897, 29.320)
H (18.997, -21.655, 29.740)
C (13.880, -36.800, 16.527)
O (13.911, -35.528, 15.974)
C (13.410, -35.485, 14.666)
C (12.250, -34.510, 14.831)
N (11.061, -35.305, 15.293)
C (9.884, -34.490, 15.484)
C (8.672, -35.310, 15.986)
O (7.703, -34.376, 16.468)
C (7.729, -34.109, 17.912)
H (12.886, -37.246, 16.525)
H (14.212, -36.686, 17.559)
H (14.419, -37.605, 16.028)
H (13.265, -36.471, 14.223)
H (14.220, -35.044, 14.086)
H (12.139, -33.937, 13.911)
H (12.350, -33.671, 15.520)
H (11.341, -35.854, 16.093)
H (9.509, -34.136, 14.523)
H (10.028, -33.578, 16.063)
H (8.739, -36.026, 16.805)
H (8.375, -35.880, 15.105)
H (6.721, -33.807, 18.194)
H (8.364, -33.249, 18.128)
H (7.970, -34.915, 18.604)
C (23.417, -21.975, 14.656)
O (24.274, -20.877, 14.986)
C (25.562, -21.239, 14.452)
C (26.447, -19.915, 14.414)
N (25.726, -18.921, 13.565)
C (26.303, -17.555, 13.454)
C (27.516, -17.401, 12.528)
O (28.526, -18.156, 13.143)
C (29.795, -17.998, 12.676)
H (22.424, -21.565, 14.474)
H (23.318, -22.770, 15.395)
H (23.795, -22.585, 13.836)
H (25.644, -21.701, 13.468)
H (25.864, -21.855, 15.299)
H (27.404, -20.137, 13.940)
H (26.602, -19.600, 15.445)
H (25.630, -19.366, 12.663)
H (26.499, -17.149, 14.447)
H (25.528, -16.940, 12.996)
H (27.557, -16.314, 12.455)
H (27.322, -17.626, 11.480)
H (30.520, -18.659, 13.151)
H (30.112, -16.966, 12.823)
H (29.895, -18.174, 11.605)
C (23.702, -30.984, 15.174)
C (22.773, -31.988, 15.480)
C (21.641, -32.008, 14.843)
C (21.211, -30.800, 14.227)
C (22.005, -29.761, 13.984)
C (23.304, -29.893, 14.464)
O (24.156, -28.803, 14.407)
O (20.882, -33.144, 14.874)
H (24.681, -30.962, 15.629)
H (23.108, -32.828, 16.070)
H (20.166, -30.760, 13.961)
H (21.678, -28.932, 13.373)
H (24.860, -28.891, 15.054)
H (21.406, -33.771, 15.379)
C (11.370, -35.893, 23.524)
C (11.733, -36.860, 22.662)
C (11.068, -38.111, 22.527)
C (9.977, -38.356, 23.424)
C (9.715, -37.418, 24.428)
C (10.399, -36.281, 24.482)
O (10.167, -35.426, 25.471)
O (11.513, -39.063, 21.607)
H (12.073, -35.079, 23.619)
H (12.544, -36.783, 21.954)
H (9.570, -39.356, 23.437)
H (8.911, -37.645, 25.112)
H (9.825, -35.817, 26.278)
H (11.253, -39.959, 21.834)
C (11.414, -27.604, 31.709)
C (12.099, -28.568, 30.998)
C (11.464, -29.248, 30.016)
C (10.098, -29.150, 29.732)
C (9.382, -28.224, 30.503)
C (10.047, -27.498, 31.501)
O (9.414, -26.492, 32.234)
O (12.148, -30.269, 29.404)
H (11.870, -26.960, 32.446)
H (13.142, -28.832, 31.095)
H (9.555, -29.728, 28.999)
H (8.320, -28.157, 30.319)
H (8.465, -26.585, 32.124)
H (11.681, -30.542, 28.611)
C (19.277, -35.392, 23.106)
C (19.158, -36.911, 23.129)
O (19.200, -37.053, 21.756)
C (19.991, -36.167, 21.205)
O (20.514, -36.425, 20.145)
O (20.141, -35.134, 21.990)
H (19.817, -35.136, 24.017)
H (18.298, -34.918, 23.035)
H (18.357, -37.396, 23.686)
H (20.061, -37.333, 23.571)
C (14.929, -24.161, 14.384)
C (13.950, -25.266, 14.601)
O (13.677, -25.850, 13.397)
C (14.341, -25.244, 12.449)
O (14.429, -25.734, 11.353)
O (15.073, -24.282, 12.954)
H (15.899, -24.312, 14.857)
H (14.382, -23.283, 14.729)
H (13.168, -24.856, 15.240)
H (14.262, -26.152, 15.153)

The HOMO energy is -0.283 Eh. The LUMO energy is -1.9 eV. For the largest force on an atom, the calculation gives 4.82 eV/Å. The total energy is -5508.22949 Ha. The value obtained for the orbital gap is 5.754 eV. Its spin multiplicity is 1.

Results of the Mulliken charge analysis, in e, for atoms 1 through 5:
1. O -0.33
2. H 0.42
3. H 0.46
4. H 0.38
5. C 0.64

***

No. 3
# C5H9NO

One molecule with the formula C5H9NO (wB97M-V/def2-TZVPD, OMol25).

Geometry (Å):
C (3.294, -0.243, -0.132)
C (0.931, -0.219, 0.363)
N (1.952, 0.258, -0.344)
O (-0.189, 0.362, -0.105)
C (-1.364, -0.118, 0.507)
C (-2.481, -0.528, -0.393)
C (-2.574, 0.745, 0.418)
H (3.281, -0.811, 0.799)
H (3.604, -0.906, -0.948)
H (4.015, 0.576, -0.047)
H (1.797, 0.915, -1.106)
H (-1.156, -0.688, 1.407)
H (-2.310, -0.420, -1.460)
H (-3.088, -1.384, -0.109)
H (-2.469, 1.682, -0.121)
H (-3.244, 0.780, 1.272)

The HOMO energy is -0.320 Eh. As for the energy above the lowest of the compared OMol25 structures with the same formula, charge and spin: 3.271 eV. The LUMO energy is 1.2 eV. For the largest force on an atom, the calculation gives 0.66 eV/Å. The total energy is -325.81734 Ha. The value obtained for the orbital gap is 9.853 eV. Its spin multiplicity is 1.

Results of the Mulliken charge analysis, in e, for atoms 1 through 5:
1. C -0.69
2. C -0.68
3. N 0.16
4. O -0.26
5. C 0.03